Entry 1:
CH3F3NP | ωB97M-V with the def2-TZVPD basis set

Properties
Energy above the lowest of the compared OMol25 structures with the same formula, charge and spin   57.6 kJ/mol
Kohn-Sham gap   10.57 eV
Molar mass   117.01 u
E_LUMO   0.025 Ha

Last column: Löwdin charge in e.
Geometry (Å):
C -1.210 -0.056 -0.015  -0.786
N 1.580 -0.090 -0.314  -0.303
F -2.191 0.506 0.626  0.109
F -1.737 -0.351 -1.262  0.020
F -0.938 -1.322 0.566  -0.004
P 0.359 0.995 -0.195  0.841
H 1.538 -1.100 0.155  0.127
H 2.264 0.144 -0.979  -0.004
H 0.334 1.273 1.420  0.002

Entry 2:
C2H12NO3S | ωB97M-V with the def2-TZVPD basis set

Properties
Energy above the lowest of the compared OMol25 structures with the same formula, charge and spin   56.0 kJ/mol
Charge   -1
Kohn-Sham gap   6.84 eV
Molar mass   130.19 u
E_LUMO   0.133 Ha

Last column: Löwdin charge in e.
Geometry (Å):
C 1.325 -0.563 0.886  -0.387
C 1.258 -1.095 -0.567  -0.716
S 0.507 0.111 -1.739  0.181
N 0.280 -1.019 1.826  -0.019
H 1.383 0.525 0.831  0.072
H 2.285 -0.877 1.329  0.081
H 0.690 -2.026 -0.597  0.032
H 2.300 -1.247 -0.841  0.020
H -0.069 -1.898 1.471  0.059
H -0.485 -0.360 1.773  0.049
H -1.893 0.119 0.036  -0.026
H -1.814 -0.350 -1.343  -0.082
O -2.449 -0.364 -0.587  -0.171
H -2.441 3.592 -2.603  0.032
H -1.513 2.762 -3.480  0.036
O -1.863 3.661 -3.375  -0.081
H 0.713 -0.645 4.132  -0.004
H 1.332 -1.968 4.578  0.026
O 1.034 -1.109 4.917  -0.101

| no. | total energy (eV) |
| --- | --- |
| 1 | -20016.44564 |
| 2 | -20737.85592 |